{"formula": "C11H15N2", "method": "the ωB97M-V functional and the def2-TZVPD basis", "elements": ["N", "N", "C", "C", "C", "C", "C", "C", "C", "C", "C", "C", "C", "H", "H", "H", "H", "H", "H", "H", "H", "H", "H", "H", "H", "H", "H", "H"], "xyz": [[-1.839019, 0.768702, 0.337493], [1.342139, -1.394256, -0.127104], [1.149272, 1.806483, -0.856271], [0.396271, -0.602647, -0.535313], [2.600019, -1.533223, -0.789299], [-1.044559, -1.112907, 1.917581], [-0.930030, 1.506908, -0.546104], [-1.271532, -0.107219, 1.105079], [0.162428, 0.641832, -1.281738], [0.066398, 2.439200, 0.093130], [1.022008, -2.256121, 0.933358], [-0.035130, -2.166913, 1.757884], [-3.215472, 0.552212, -0.121039], [-3.089392, 0.387695, -1.277850], [0.113126, 0.470291, -2.333665], [2.984947, -2.604216, -0.983742], [3.416133, -1.222473, -0.173038], [0.021086, -2.967206, 2.469068], [2.701685, -1.200229, -1.839292], [-3.422051, -0.426935, 0.438069], [-3.699203, 1.406169, 0.205357], [1.478123, 2.309393, -1.809065], [0.119161, 3.497953, -0.136822], [-1.506971, 2.018699, -1.169378], [-1.654372, -1.025588, 2.823264], [1.726376, -3.137218, 1.161971], [0.358663, 2.309325, 1.065450], [2.049900, 1.642286, -0.327983]], "forces_ev_per_angstrom": [[1.4641, 0.0641, 0.5990], [-1.4541, 0.5594, -1.6731], [-0.1443, 0.3923, -1.4706], [-2.1077, 0.9638, 2.7315], [2.8837, -2.6499, -1.7597], [-0.5782, 0.3006, 0.8698], [0.6501, -1.3460, 2.7288], [2.2873, -1.2068, -3.3305], [2.1036, -0.5787, 1.7690], [1.8658, 0.5667, -3.7335], [0.6089, -1.8847, 1.1317], [0.4073, 0.5019, -0.1729], [2.3586, -3.6564, -1.3977], [-1.0397, 0.3392, 2.2009], [-0.4325, 0.0598, -0.7841], [-1.4963, 0.9064, 0.7327], [0.3732, 1.0249, 0.3739], [-0.6055, -0.0481, 0.5201], [-0.7105, 0.7929, 0.8803], [-0.9183, 1.5302, -1.2128], [-1.8668, 1.2876, 0.1419], [-0.7099, 0.1955, 1.1648], [-1.2500, 0.2598, 0.2366], [-2.5284, 2.1017, -2.9013], [0.4774, -0.5283, 0.2340], [-0.9118, 1.7592, -0.8272], [0.2758, -0.6946, 2.5214], [0.9982, -1.0125, 0.4271]], "e_homo_ha": -0.432, "total_charge": 1, "lumo_energy_ev": -3.55, "e_tot_ev": -14617.406}


{"formula": "C11H15N3NiOS2", "method": "the ωB97M-V functional and the def2-TZVPD basis", "elements": ["Ni", "S", "S", "O", "N", "N", "N", "C", "C", "C", "C", "C", "C", "C", "C", "C", "C", "C", "H", "H", "H", "H", "H", "H", "H", "H", "H", "H", "H", "H", "H", "H", "H"], "xyz": [[0.296397, -0.092609, 0.601293], [-3.869778, -1.879807, 1.471135], [-1.498205, -1.108971, -0.242149], [1.653846, -0.635565, -0.487860], [-2.021772, -0.347434, 2.308842], [-0.815218, 0.245633, 2.126774], [1.371843, 1.310510, 1.402566], [2.531905, 1.745789, 0.934632], [-4.232579, -2.543927, -0.155487], [1.638354, -2.019052, -0.736325], [2.892575, 2.999342, 2.936130], [1.743469, -2.836820, 0.549997], [1.678829, 2.531418, 3.427017], [-2.367171, -1.023870, 1.235798], [0.933350, 1.688117, 2.619936], [2.793098, -2.340846, -1.675736], [3.322635, 2.613302, 1.677492], [-0.381008, 1.123782, 2.962272], [-0.949886, 1.434799, 3.830114], [-4.486349, -1.764761, -0.870232], [2.720468, -1.747523, -2.586578], [1.648770, -3.906548, 0.349870], [2.815010, 1.352319, -0.033092], [2.707500, -2.663245, 1.034350], [4.261111, 2.962387, 1.272609], [3.497964, 3.660331, 3.541495], [3.746699, -2.109858, -1.195862], [0.954241, -2.561657, 1.254568], [-3.407413, -3.137139, -0.539950], [0.699446, -2.306299, -1.237339], [2.800818, -3.397641, -1.950775], [-5.096787, -3.189952, -0.007151], [1.322156, 2.812916, 4.406718]], "forces_ev_per_angstrom": [[-0.2891, -0.0970, 0.3236], [-0.0252, 0.1274, 0.0224], [0.3486, -0.1298, 0.1947], [-0.4344, 0.2203, 0.0684], [0.1477, -0.0011, -0.0199], [-0.0430, 0.7130, -0.3964], [0.3078, -0.3797, 0.1793], [0.0572, 0.0637, 0.1623], [-0.0293, -0.1212, -0.1107], [0.1300, -0.0341, -0.2155], [-0.0384, -0.0270, 0.0107], [0.0191, -0.0247, 0.0210], [0.0121, 0.0082, -0.2130], [-0.2028, -0.0339, 0.1297], [-0.2550, 0.0922, -0.0375], [0.0379, -0.0622, -0.0271], [-0.0340, 0.0335, -0.0261], [0.2069, -0.3079, -0.2127], [0.0072, -0.1435, 0.0708], [0.0235, 0.0521, 0.0493], [-0.0402, 0.0238, -0.0092], [0.0113, -0.0110, -0.0277], [0.0158, -0.0432, -0.0009], [0.0126, 0.0540, -0.0070], [0.0112, 0.0070, 0.0100], [0.0185, 0.0083, -0.0011], [-0.0071, 0.0341, 0.0405], [-0.0254, -0.0046, -0.0302], [0.0361, -0.0126, 0.0440], [0.1015, 0.0032, -0.0127], [-0.0260, -0.0176, 0.0098], [-0.0175, 0.0103, -0.0122], [-0.0376, -0.0003, 0.0233]], "e_homo_ha": [-0.293, -0.294], "total_charge": 0, "lumo_energy_ev": [-1.01, -0.99], "e_tot_ev": -80881.657}


{"formula": "C11H15NO", "method": "the ωB97M-V functional and the def2-TZVPD basis", "elements": ["O", "N", "C", "C", "C", "C", "C", "C", "C", "C", "C", "C", "C", "H", "H", "H", "H", "H", "H", "H", "H", "H", "H", "H", "H", "H", "H", "H"], "xyz": [[2.603262, -1.175315, -0.636896], [-1.745469, -1.248777, 1.769608], [-2.652696, -0.534217, -0.669549], [0.471583, -0.196698, -0.721468], [3.825100, -0.971671, -0.132592], [-2.228787, -1.555832, 0.401746], [-1.737212, 0.552851, -0.955909], [2.194933, 1.040317, 0.436488], [1.836299, -0.054787, -0.387792], [-0.538366, 0.690973, -0.391705], [-3.208975, 0.786285, -0.478172], [-0.102254, 1.705627, 0.442778], [1.165684, 1.974515, 0.721052], [-1.825203, 0.592343, -2.092348], [3.190971, 1.111954, 1.032918], [-3.117903, -0.934879, -1.592752], [0.263982, -0.978735, -1.371206], [-0.799578, -0.795605, 1.913429], [1.362773, 2.673518, 1.551345], [-3.076748, -2.265236, 0.728030], [-3.246720, 1.119568, 0.584396], [4.540002, -0.174213, -0.571638], [-4.028451, 1.371693, -1.047990], [-1.428276, -2.105777, -0.268409], [-0.854731, 2.536381, 0.919833], [4.433481, -1.964746, -0.146352], [3.693882, -0.627187, 1.035560], [-1.867142, -2.039302, 2.443832]], "forces_ev_per_angstrom": [[-1.4949, 1.4671, -1.1617], [1.0419, 0.9544, 0.4934], [-1.8237, -2.4013, 0.3425], [1.2554, 0.9994, -0.1613], [4.7414, -0.6882, 3.8313], [0.1717, -2.6509, -0.0985], [-7.2989, 0.2886, -5.7691], [1.1136, -0.2311, 0.2546], [-1.5687, 0.3803, 1.6432], [6.4919, 0.8130, 2.4830], [-0.1088, 3.3373, 2.3436], [-4.5412, 3.7902, 0.8791], [3.1016, -1.0272, 2.4635], [1.1136, 0.6342, 1.3426], [-1.9534, 0.1908, -1.6918], [0.7004, -0.8427, 0.8842], [-0.4920, -1.5453, -1.0595], [-1.6368, -0.9227, -0.6663], [0.0924, 0.0516, -0.9083], [1.0422, 0.8523, -1.5000], [0.0523, -0.3286, -0.7286], [-1.5743, -0.9377, 0.1150], [1.7267, -1.5445, 0.4113], [-1.3439, 0.2238, 1.6304], [1.4152, -2.3610, -1.4983], [-1.2169, 1.6546, -0.0079], [0.7796, -1.2689, -2.5701], [0.2134, 1.1125, -1.2965]], "e_homo_ha": -0.319, "smiles": "COc1cccc([C@@H]2C[C@@H]2CN)c1", "total_charge": 0, "lumo_energy_ev": 0.82, "e_tot_ev": -15183.069}


{"formula": "C11H15NO4ScSi", "method": "the ωB97M-V functional and the def2-TZVPD basis", "elements": ["Sc", "Si", "O", "O", "O", "O", "N", "C", "C", "C", "C", "C", "C", "C", "C", "C", "C", "C", "H", "H", "H", "H", "H", "H", "H", "H", "H", "H", "H", "H", "H", "H", "H"], "xyz": [[-0.082948, -0.053542, -0.157294], [1.352805, -2.586254, -0.513066], [-2.966707, 1.343982, -2.694831], [0.567137, 2.655013, 3.154006], [-1.271637, 0.272844, -1.665818], [0.753278, 1.013698, 1.646398], [-1.147549, 1.904030, 0.212884], [-0.145854, -2.061709, 0.481273], [2.323618, -0.950260, -0.761325], [-1.696848, 3.732747, 1.616838], [-0.931275, 2.628456, 1.311650], [-2.952088, 3.292329, -0.405614], [-2.093168, 2.222298, -0.645649], [0.201205, 2.032906, 2.069463], [-2.734387, 4.049804, 0.733979], [2.476463, -3.778936, 0.385783], [0.843885, -3.208624, -2.200011], [-2.172376, 1.237634, -1.810500], [1.314387, 2.194729, 3.571831], [-3.748829, 3.508141, -1.103374], [2.619395, -0.481655, 0.185624], [-1.515102, 4.317276, 2.506933], [1.927099, -4.688255, 0.631943], [3.334402, -4.059483, -0.227121], [0.214705, -2.495181, -2.739332], [0.062860, -2.134882, 1.556464], [3.233554, -1.063558, -1.351084], [2.854089, -3.358162, 1.319387], [-1.038094, -2.648906, 0.256675], [0.265940, -4.129088, -2.102658], [-3.374176, 4.894534, 0.950403], [1.709241, -3.423759, -2.828755], [1.816976, -0.178167, -1.385102]], "forces_ev_per_angstrom": [[0.7148, 0.2144, -0.0904], [-0.0809, -0.6777, -0.0053], [-0.0688, 0.2137, 0.0411], [-0.0769, -0.0238, -0.0463], [-0.1839, 0.1087, -0.1573], [-0.0984, 0.0586, 0.1203], [0.0413, -0.0483, 0.2800], [-0.2263, 0.0054, 0.1307], [-0.3203, 0.6221, -0.0998], [0.0359, -0.0620, 0.0062], [-0.0796, -0.0345, -0.0833], [0.2372, 0.0541, -0.0232], [-0.4159, -0.1694, -0.0803], [0.1609, 0.0697, 0.0102], [-0.0595, 0.0381, -0.0231], [-0.0068, 0.1781, -0.0448], [0.0083, 0.1084, 0.0528], [0.1659, -0.3221, -0.0471], [0.0327, -0.0111, 0.0378], [0.0094, 0.0033, -0.0209], [0.0444, -0.0038, -0.0100], [0.0204, -0.0059, 0.0123], [-0.0280, -0.0090, -0.0156], [0.0048, 0.0081, -0.0262], [0.0046, 0.0276, 0.0405], [0.0234, -0.0323, -0.0173], [0.0359, -0.2661, 0.0789], [-0.0194, 0.0135, 0.0080], [0.0534, -0.0683, -0.0326], [0.0131, -0.0259, 0.0292], [-0.0034, 0.0019, 0.0007], [0.0285, -0.0095, 0.0131], [0.0335, 0.0437, -0.0386]], "e_homo_ha": -0.450, "total_charge": 1, "lumo_energy_ev": -4.73, "e_tot_ev": -49906.479}